# C4H4O4

The molecule C4H4O4 at a distorted geometry (ωB97M-V/def2-TZVPD, the Open Molecules 2025 dataset).

The geometry in XYZ format:
```
12
Properties=species:S:1:pos:R:3:forces:R:3:mulliken_charge:R:1
O -2.7146 -0.0944 0.3216 -0.94 0.26 -0.14 -0.5326
C -1.5557 0.0357 0.1123 1.34 0.95 0.20 0.4868
C -0.7661 1.3436 -0.0967 -1.20 -0.93 0.54 -0.4016
C 0.5314 1.1579 -0.0553 -0.75 -4.30 -0.94 -0.6335
C 0.7434 -0.4290 0.0030 -1.62 -0.40 1.59 0.9208
O 1.3822 -0.6928 1.2242 -0.16 2.59 -2.03 -0.4840
O 1.2899 -1.1323 -1.0766 -1.97 0.46 -0.07 -0.5061
O -0.7068 -0.9907 0.1115 2.45 0.41 -0.27 -0.4575
H -1.4267 2.1693 -0.1326 0.08 1.17 -0.15 0.4371
H 1.4516 1.6060 -0.2266 1.05 1.73 0.00 0.4698
H 1.3021 -1.5896 1.4355 -0.15 -2.39 0.34 0.3231
H 0.4693 -1.3838 -1.6202 1.87 0.43 0.94 0.3777
```
Positions in Å, forces in eV/Å.

Computed properties:
- LUMO (eV) = 0.36
- net charge = 0
- ΔE to the lowest compared entry with this formula, charge and spin (eV) = 1.533
- SMILES = O=C1C=CC(O)(O)O1
- spin multiplicity = 1
- frontier orbital gap (eV) = 11.00